A cluster of 17 separate species, C26H89ClNO21P2 in total in a non-equilibrium geometry, computed with ωB97M-V/def2-TZVPD.

Properties
Relative energy (zero: lowest compared OMol25 entry of this formula, charge and spin)   137.9 kcal/mol
Lowest unoccupied orbital energy   1.91 eV
HOMO-LUMO gap   6.7 eV
Total charge   -1
HOMO   -0.1756 Ha
Largest force on an atom   0.0730 Eh/bohr
Molar mass   849.4 g mol⁻¹

Last columns: bonded neighbours and bond lengths (Å).
Atoms and positions in Å:
1 C 3.33 1.53 -0.51  C2 1.672, H20 1.180, H21 1.176, H22 1.187
2 C 3.08 -0.05 0.00  C1 1.672, C3 1.646, H23 1.170, H24 1.184
3 C 1.46 -0.32 -0.10  C2 1.646, O4 1.470, H25 1.179, H26 1.178
4 O 1.09 -1.57 -0.78  C3 1.470, C5 1.496
5 C -0.39 -1.63 -1.02  O4 1.496, O6 1.501, C16 1.650, H27 1.194
6 O -1.28 -1.06 0.05  C5 1.501, P7 1.780
7 P -2.85 -0.96 -0.78  O6 1.780, C8 1.931, C11 1.880, O15 1.780, H28 1.464, H29 1.437
8 C -3.81 -1.90 0.61  P7 1.931, O9 1.477, H30 1.172, H31 1.188
9 O -3.78 -3.34 0.31  C8 1.477, C10 1.472
10 C -2.71 -4.04 1.04  O9 1.472, H32 1.185, H33 1.180, H34 1.177
11 C -3.40 0.73 -0.15  P7 1.880, C12 1.601, H35 1.195, H36 1.195
12 C -2.47 2.03 -0.27  C11 1.601, C13 1.673, Cl14 1.875, H37 1.200
13 C -2.26 2.64 -1.81  C12 1.673, H38 1.170, H39 1.189, H40 1.177
14 Cl -0.89 2.05 0.74  C12 1.875
15 O -2.17 -0.46 -2.35  P7 1.780, C16 1.501
16 C -0.95 -1.30 -2.54  C5 1.650, O15 1.501, P17 1.914, H41 1.194
17 P 0.27 -0.70 -3.89  C16 1.914, N18 1.796, O19 1.753
18 N -0.78 -0.21 -5.26  P17 1.796, H42 1.050, H43 1.064
19 O 1.18 -2.07 -4.50  P17 1.753, H44 1.022
20 H 4.22 2.02 0.09  C1 1.180
21 H 3.60 1.60 -1.65  C1 1.176
22 H 2.38 2.21 -0.30  C1 1.187
23 H 3.75 -0.82 -0.58  C2 1.170
24 H 3.39 -0.05 1.14  C2 1.184
25 H 1.06 -0.36 1.01  C3 1.179
26 H 1.02 0.56 -0.74  C3 1.178
27 H -0.57 -2.80 -0.84  C5 1.194
28 H -4.12 -0.98 -1.50  P7 1.464
29 H -2.63 -2.28 -1.31  P7 1.437
30 H -3.44 -1.62 1.69  C8 1.172
31 H -4.94 -1.56 0.51  C8 1.188
32 H -1.97 -4.53 0.25  C10 1.185
33 H -3.22 -4.89 1.68  C10 1.180
34 H -2.05 -3.33 1.71  C10 1.177
35 H -4.44 0.98 -0.68  C11 1.195
36 H -3.69 0.60 1.00  C11 1.195
37 H -3.11 2.91 0.24  C12 1.200
38 H -3.05 2.15 -2.52  C13 1.170
39 H -1.19 2.25 -2.16  C13 1.189
40 H -2.33 3.82 -1.84  C13 1.177
41 H -1.22 -2.39 -2.95  C16 1.194
42 H -1.49 0.51 -4.98  N18 1.050
43 H -1.31 -1.09 -5.54  N18 1.064
44 H 0.60 -2.61 -5.14  O19 1.022
45 C -6.67 -2.18 3.27  O46 1.416, H47 1.093, H48 1.093, H49 1.093
46 O -7.02 -2.04 1.90  C45 1.416, H50 0.972
47 H -7.33 -1.56 3.87  C45 1.093
48 H -6.78 -3.23 3.57  C45 1.093
49 H -5.63 -1.86 3.41  C45 1.093
50 H -6.42 -2.61 1.39  O46 0.972
51 C 5.21 3.36 -3.33  O52 1.416, H53 1.093, H54 1.093, H55 1.093
52 O 4.47 3.95 -2.29  C51 1.416, H56 0.972
53 H 5.14 2.27 -3.25  C51 1.093
54 H 4.81 3.68 -4.30  C51 1.093
55 H 6.26 3.65 -3.24  C51 1.093
56 H 4.55 4.92 -2.39  O52 0.972
57 C -8.88 0.69 2.33  O58 1.416, H59 1.093, H60 1.093, H61 1.093
58 O -9.78 -0.06 3.12  C57 1.416, H62 0.972
59 H -9.10 1.75 2.44  C57 1.093
60 H -7.85 0.50 2.66  C57 1.093
61 H -8.99 0.41 1.28  C57 1.093
62 H -9.55 -1.00 3.00  O58 0.972
63 C 4.22 -3.03 2.34  O64 1.416, H65 1.093, H66 1.093, H67 1.093
64 O 5.00 -2.45 1.31  C63 1.416, H68 0.972
65 H 3.92 -2.25 3.04  C63 1.093
66 H 3.33 -3.49 1.90  C63 1.093
67 H 4.82 -3.78 2.86  C63 1.093
68 H 5.25 -3.16 0.70  O64 0.972
69 C -2.32 6.02 0.88  O70 1.416, H71 1.093, H72 1.093, H73 1.093
70 O -3.38 5.26 1.42  C69 1.416, H74 0.972
71 H -2.71 6.66 0.08  C69 1.093
72 H -1.89 6.65 1.66  C69 1.093
73 H -1.56 5.35 0.47  C69 1.093
74 H -3.00 4.71 2.13  O70 0.972
75 C -6.22 5.43 2.60  O76 1.416, H77 1.093, H78 1.093, H79 1.093
76 O -7.28 4.67 3.14  C75 1.416, H80 0.972
77 H -6.61 6.06 1.80  C75 1.093
78 H -5.79 6.06 3.38  C75 1.093
79 H -5.46 4.76 2.19  C75 1.093
80 H -6.90 4.12 3.85  O76 0.972
81 C 8.14 5.73 -1.39  O82 1.416, H83 1.093, H84 1.093, H85 1.093
82 O 7.45 6.05 -2.59  C81 1.416, H86 0.972
83 H 7.99 4.67 -1.17  C81 1.093
84 H 9.21 5.92 -1.52  C81 1.093
85 H 7.75 6.33 -0.57  C81 1.093
86 H 7.61 6.99 -2.76  O82 0.972
87 C -2.96 -0.56 4.71  O88 1.416, H89 1.093, H90 1.093, H91 1.093
88 O -3.65 -0.24 3.52  C87 1.416, H92 0.972
89 H -3.11 -1.62 4.94  C87 1.093
90 H -1.89 -0.37 4.58  C87 1.093
91 H -3.35 0.04 5.53  C87 1.093
92 H -3.49 0.70 3.34  O88 0.972
93 C 7.06 2.79 1.32  O94 1.416, H95 1.093, H96 1.093, H97 1.093
94 O 8.31 2.82 0.64  C93 1.416, H98 0.972
95 H 6.33 3.36 0.74  C93 1.093
96 H 6.73 1.76 1.42  C93 1.093
97 H 7.18 3.25 2.31  C93 1.093
98 H 8.94 2.31 1.18  O94 0.972
99 C -5.04 -4.26 -3.12  O100 1.416, H101 1.093, H102 1.093, H103 1.093
100 O -4.11 -4.76 -2.18  C99 1.416, H104 0.972
101 H -4.87 -4.75 -4.09  C99 1.093
102 H -6.06 -4.48 -2.78  C99 1.093
103 H -4.90 -3.18 -3.23  C99 1.093
104 H -4.28 -4.31 -1.34  O100 0.972
105 C -6.40 -7.58 -2.66  O106 1.416, H107 1.093, H108 1.093, H109 1.093
106 O -6.76 -7.43 -4.02  C105 1.416, H110 0.972
107 H -7.06 -6.95 -2.05  C105 1.093
108 H -6.52 -8.62 -2.36  C105 1.093
109 H -5.37 -7.26 -2.51  C105 1.093
110 H -6.16 -8.00 -4.53  O106 0.972
111 C 4.46 -1.05 -4.65  O112 1.416, H113 1.093, H114 1.093, H115 1.093
112 O 3.54 -0.09 -5.14  C111 1.416, H116 0.972
113 H 5.45 -0.83 -5.05  C111 1.093
114 H 4.48 -1.00 -3.56  C111 1.093
115 H 4.15 -2.05 -4.98  C111 1.093
116 H 2.67 -0.31 -4.78  O112 0.972
117 C 8.42 -0.62 3.21  O118 1.416, H119 1.093, H120 1.093, H121 1.093
118 O 9.20 -0.03 2.18  C117 1.416, H122 0.972
119 H 8.12 0.16 3.91  C117 1.093
120 H 7.53 -1.08 2.78  C117 1.093
121 H 9.02 -1.37 3.73  C117 1.093
122 H 9.45 -0.75 1.57  O118 0.972
123 C 6.54 -2.44 -7.40  O124 1.416, H125 1.093, H126 1.093, H127 1.093
124 O 5.75 -3.48 -6.85  C123 1.416, H128 0.972
125 H 7.59 -2.65 -7.22  C123 1.093
126 H 6.36 -2.38 -8.48  C123 1.093
127 H 6.28 -1.49 -6.92  C123 1.093
128 H 4.82 -3.26 -7.02  O124 0.972
129 C 3.89 4.51 2.23  O130 1.416, H131 1.093, H132 1.093, H133 1.093
130 O 4.13 3.16 1.92  C129 1.416, H134 0.972
131 H 4.66 5.13 1.77  C129 1.093
132 H 2.91 4.81 1.85  C129 1.093
133 H 3.93 4.65 3.32  C129 1.093
134 H 3.43 2.63 2.35  O130 0.972
135 C -1.54 -2.90 7.93  O136 1.416, H137 1.093, H138 1.093, H139 1.093
136 O -2.46 -1.94 7.43  C135 1.416, H140 0.972
137 H -0.55 -2.68 7.53  C135 1.093
138 H -1.52 -2.85 9.02  C135 1.093
139 H -1.85 -3.90 7.60  C135 1.093
140 H -3.33 -2.16 7.80  O136 0.972